1.
DFT (ωB97M-V/def2-TZVPD) results for one molecule with the formula C8H16N2O3 in a non-equilibrium geometry.

Calculated values
SMILES = CC(C)C[C@H](N)C(=O)NCC(=O)O
calculated total energy = -649.5945 a.u.
net charge = 0
energy above the lowest of the compared OMol25 structures with the same formula, charge and spin = 3.386 eV
E_LUMO = 0.4 eV
highest occupied orbital energy = -9.5 eV

Geometry (Å):
C1 -0.2063 0.4013 0.1013
C2 -0.6378 -0.3679 1.4582
C3 -0.8497 1.7655 -0.0041
C4 0.1783 2.8230 -0.3597
C5 -0.2548 4.3179 -0.0731
C6 0.7933 2.7383 -1.8538
C7 -0.5967 -2.6277 0.3818
C8 0.7243 -2.8267 -0.5023
H1 -0.6036 -1.1616 -1.3711
H2 0.3941 0.1515 -1.7401
H3 0.9657 0.4174 0.2260
H4 -1.7559 1.7535 -0.6337
H5 -1.2671 2.2410 0.9119
H6 1.0028 2.4526 0.3704
H7 0.6727 5.0070 -0.0135
H8 -0.6315 4.4681 0.9433
H9 -0.9368 4.6101 -0.8816
H10 1.7601 3.2786 -1.9143
H11 0.9522 1.6874 -2.2102
H12 0.0904 3.2185 -2.5981
H13 -0.8502 -2.0301 2.4312
H14 -0.6702 -3.6449 0.7734
H15 -1.4587 -2.4555 -0.3288
H16 1.4404 -1.8068 0.8018
N1 -0.4471 -0.0787 -1.2184
N2 -0.5332 -1.7114 1.5017
O1 -0.9229 0.2680 2.4754
O2 0.6366 -3.1727 -1.5593
O3 1.8930 -2.4701 0.1289

Forces on atoms 1 to 2 (eV/Å):
0.8 -0.2 2.0
-0.3 2.6 -0.5

These are the natural (NBO) partial charges, in e, on atoms 1 to 2: -0.149 0.686

2.
DFT (ωB97M-V/def2-TZVPD) results for C8H16N2O3SbSe4Sn as an isolated structure in a non-equilibrium geometry.

Calculated values
calculated total energy = -10709.7096 a.u.
net charge = +1
E_LUMO (spin up / spin down) = -4.9 / -5.4 eV
highest occupied orbital energy (spin up / spin down) = -10.3 / -10.2 eV

Geometry (Å):
Sn1 -1.3858 -1.6487 -1.7433
C1 1.7258 -1.5405 3.1337
N1 0.5591 -1.3721 2.3135
C2 -0.7213 -1.3365 3.0712
C3 0.5209 -1.5234 0.9853
O1 -0.5957 -1.5469 0.4302
C4 1.8366 -1.5799 0.1891
O2 1.6316 -1.1978 -1.1344
C5 1.8872 0.1136 -1.5116
C6 0.6451 0.8996 -1.8340
O3 -0.3648 0.2967 -2.2828
N2 0.7430 2.2005 -1.8387
C7 1.9866 2.9251 -1.4885
C8 -0.5131 2.9660 -2.0623
H1 2.5815 -1.7894 2.5211
H2 1.5610 -2.3957 3.7869
H3 1.9462 -0.6124 3.7183
H4 -0.5348 -0.7903 4.0016
H5 -1.0393 -2.3595 3.3170
H6 -1.5089 -0.8609 2.4704
H7 2.1956 -2.6311 0.2486
H8 2.5108 -0.8467 0.6234
H9 2.4501 0.0484 -2.4342
H10 2.5487 0.5586 -0.7692
H11 2.8384 2.2703 -1.2699
H12 1.7936 3.5966 -0.6436
H13 2.3150 3.5320 -2.3325
H14 -1.3885 2.3167 -1.8609
H15 -0.5588 3.2206 -3.1114
H16 -0.4925 3.8735 -1.4401
Se1 -5.2043 -3.4550 -0.3129
Sb1 -5.2938 -1.0865 -0.5612
Se2 -2.9926 -0.0312 -0.3546
Se3 -5.3432 -0.5587 -2.9300
Se4 -6.3400 0.3449 1.1057

Forces on atoms 1 to 2 (eV/Å):
-0.2 0.8 0.8
0.7 0.4 0.3

These are the natural (NBO) partial charges, in e, on atoms 1 to 2: 1.262 -0.415

3.
DFT (ωB97M-V/def2-TZVPD) results for one molecule with the formula C8H16N2O4 in a non-equilibrium geometry.

Calculated values
SMILES = CC(=O)OCCCCNC(=O)OCN
calculated total energy = -724.9004 a.u.
net charge = 0
energy above the lowest of the compared OMol25 structures with the same formula, charge and spin = 1.236 eV
E_LUMO = 0.5 eV
highest occupied orbital energy = -9.9 eV

Geometry (Å):
C1 3.9570 -0.1749 0.3179
C2 3.7410 0.3664 -1.0684
O1 4.6459 0.4240 -1.8867
O2 2.4834 0.7352 -1.4297
C3 1.6534 1.3270 -0.4254
C4 0.4892 0.4110 -0.1062
C5 -0.3296 0.8696 1.0947
C6 -1.6044 1.6660 0.7824
N1 -2.4819 1.1229 -0.2333
C7 -3.1449 -0.0528 0.0713
O3 -3.6801 -0.2507 1.1509
O4 -3.2387 -0.9266 -0.9766
C8 -2.3453 -2.0184 -0.9360
N2 -2.5087 -2.8385 0.2425
H1 3.1471 -0.8175 0.6367
H2 4.8944 -0.6999 0.3422
H3 4.0065 0.6413 1.0284
H4 1.2638 2.2354 -0.8701
H5 2.2095 1.6120 0.4568
H6 -0.0978 0.3134 -1.0108
H7 0.8764 -0.5819 0.0954
H8 0.2838 1.5102 1.7196
H9 -0.6046 0.0235 1.7143
H10 -1.3214 2.6681 0.4814
H11 -2.1597 1.7759 1.7014
H12 -2.0955 1.1270 -1.1629
H13 -2.6016 -2.6282 -1.7887
H14 -1.3164 -1.6853 -1.0774
H15 -2.0640 -2.4285 1.0494
H16 -2.0569 -3.7259 0.0869

Forces on atoms 1 to 2 (eV/Å):
-0.3 0.3 0.0
1.4 -0.1 -1.5

These are the natural (NBO) partial charges, in e, on atoms 1 to 2: -0.741 0.794

4.
DFT (ωB97M-V/def2-TZVPD) results for C8H16N2P as an isolated structure in a non-equilibrium geometry.

Calculated values
calculated total energy = -764.9002 a.u.
net charge = +1
energy above the lowest of the compared OMol25 structures with the same formula, charge and spin = 2.017 eV
E_LUMO (spin up / spin down) = -6.9 / -6.9 eV
highest occupied orbital energy (spin up / spin down) = -12.5 / -12.5 eV

Geometry (Å):
C1 1.2033 0.4465 -1.6063
C2 -0.0259 0.0870 -1.2285
C3 0.3206 -1.0955 -2.8646
C4 0.2138 -2.1461 -3.8823
C5 0.3979 1.4722 3.3454
C6 -0.7966 0.5476 0.0234
C7 -0.5418 1.8963 2.2234
C8 0.0686 1.3691 0.8709
N1 1.4557 -0.3700 -2.7082
N2 -0.5738 -0.8831 -1.9586
P1 -0.8428 -2.2314 1.2243
H1 1.9575 1.0842 -1.3599
H2 0.0964 -3.1610 -3.4506
H3 -0.7778 -2.2006 -4.4835
H4 0.9948 -2.2047 -4.7042
H5 0.1114 0.4513 3.6883
H6 0.3138 2.0269 4.2796
H7 1.4591 1.2751 2.9919
H8 -1.8094 0.9313 -0.0347
H9 -0.9348 -0.4832 0.6620
H10 -0.5249 2.9353 1.9072
H11 -1.6081 1.5979 2.3850
H12 0.3617 2.2472 0.2556
H13 0.9811 0.8810 1.2735
H14 2.0698 -0.1812 -3.4593
H15 -0.9767 -2.8144 0.0153
H16 -2.2164 -2.3867 1.4694

Forces on atoms 1 to 2 (eV/Å):
0.5 -1.6 -2.3
-2.9 1.5 4.1

These are the natural (NBO) partial charges, in e, on atoms 1 to 2: -0.055 0.053

5.
DFT (ωB97M-V/def2-TZVPD) results for an isolated ion of composition C8H16N5OS and charge +1 in a non-equilibrium geometry.

Calculated values
SMILES = [H]/N=c1/nc(OCC)sn1C(=[NH2+])NCCC
calculated total energy = -1061.3047 a.u.
net charge = +1
energy above the lowest of the compared OMol25 structures with the same formula, charge and spin = 0.983 eV
E_LUMO = -3.4 eV
highest occupied orbital energy = -12.3 eV

Geometry (Å):
C1 -3.1585 -0.5539 0.2817
C2 -1.1841 0.4618 0.0943
C3 0.7856 -1.4183 -0.0064
C4 3.6353 0.5360 1.1085
C5 -5.5160 0.8267 -1.1563
C6 3.6564 0.3314 -0.4047
C7 3.0335 -1.0084 -0.8210
C8 -5.2320 0.5313 0.3209
N1 -2.5258 0.5424 0.1231
N2 -0.5777 1.5658 0.0780
N3 -0.7015 -0.9030 0.3012
N4 1.5712 -0.7365 -0.7984
N5 0.9354 -2.5615 0.6340
O1 -4.4599 -0.7015 0.4233
S1 -2.1233 -1.9931 0.4822
H1 2.7459 -0.0583 1.5011
H2 4.5565 0.1302 1.4883
H3 3.4292 1.6706 1.3935
H4 -4.7544 0.4800 -1.7673
H5 -6.4037 0.4228 -1.3997
H6 -5.6235 1.8601 -1.4095
H7 4.5741 0.3071 -0.9195
H8 3.1536 1.0189 -1.0119
H9 3.2314 -1.3271 -1.7840
H10 3.3691 -1.8536 -0.1652
H11 -6.2095 0.3346 0.8144
H12 -4.4528 1.3870 0.6870
H13 0.3976 1.5612 0.2525
H14 1.2089 0.1880 -1.1624
H15 0.2100 -3.0650 1.0677
H16 1.8871 -2.8833 0.8870

Forces on atoms 1 to 2 (eV/Å):
0.0 0.1 0.4
1.0 0.0 0.7

These are the natural (NBO) partial charges, in e, on atoms 1 to 2: 0.480 0.534

6.
DFT (ωB97M-V/def2-TZVPD) results for an isolated ion of composition C8H16NO and charge +1 in a non-equilibrium geometry.

Calculated values
SMILES = C/C([NH3+])=C(C)\C(C)=C(/C)O
calculated total energy = -444.0466 a.u.
net charge = +1
energy above the lowest of the compared OMol25 structures with the same formula, charge and spin = 3.763 eV
E_LUMO = -3.2 eV
highest occupied orbital energy = -12.4 eV

Geometry (Å):
C1 0.4996 -0.8582 0.0349
C2 -0.8550 -0.8701 0.0144
C3 0.8232 0.6001 -0.0483
C4 -1.2390 0.6159 -0.0247
C5 1.4328 -1.9668 0.2965
C6 -1.7850 -2.1130 0.1438
C7 1.6631 1.2079 -1.0926
C8 -1.5658 1.3888 -1.2366
N1 1.0249 1.2461 1.3245
O1 -1.6077 1.2019 1.1748
H1 2.0024 -1.9785 -0.7012
H2 0.8260 -2.8045 0.5296
H3 2.3206 -1.7671 0.9974
H4 -2.5296 -2.1617 0.9295
H5 -0.9921 -2.9423 0.3714
H6 -2.1628 -2.3851 -0.7926
H7 1.3851 2.3344 -1.1087
H8 1.4842 0.6998 -1.9809
H9 2.7279 1.4032 -0.7036
H10 -2.6245 1.4188 -1.3979
H11 -1.3111 0.7727 -2.0824
H12 -0.8606 2.1770 -1.4367
H13 1.5127 0.6284 1.9773
H14 0.0193 1.5049 1.7041
H15 1.6672 2.1441 1.3589
H16 -1.8558 0.5030 1.7489

Forces on atoms 1 to 2 (eV/Å):
-1.4 0.9 1.5
-0.8 -0.5 0.7

These are the natural (NBO) partial charges, in e, on atoms 1 to 2: -0.016 -0.021